Record 1
Below is a structure of composition C31H34N2O3S4Tc at a distorted geometry, with properties calculated with ωB97M-V with the def2-TZVPD basis set.

## Properties
HOMO energy (spin up / spin down), eV: -12.88 / -13.35
Relative energy (zero: lowest compared OMol25 entry of this formula, charge and spin), kJ/mol: 113.3
Total energy, eV: -87344.7630
Expectation value of S²: 3.78
Spin multiplicity: 4
Orbital gap (spin up / spin down), eV: 7.97 / 5.58
Net charge: +2

Last column: Löwdin charge in e.
CARTESIAN COORDINATES (ANGSTROEM)
1 Tc 1.36632 -0.28046 1.36318  0.945
2 O 1.00558 2.04907 1.57557  -0.241
3 C 1.08442 3.12548 2.61262  -0.168
4 C 2.11329 2.71049 3.60428  -0.152
5 C 1.64104 1.42585 4.35388  -0.110
6 C 2.66510 0.28654 4.23392  -0.238
7 C 3.70988 0.29486 5.16765  0.023
8 C 4.72284 -0.70662 5.11685  -0.005
9 C 4.56839 -1.59524 4.09304  -0.062
10 C 3.63935 -1.44452 3.09010  -0.169
11 N 2.63148 -0.54558 3.17278  -0.053
12 H 0.48835 2.33155 0.76794  0.113
13 H 0.04199 3.25106 2.98060  0.144
14 H 1.49052 3.89620 1.97490  0.124
15 H 2.23896 3.59119 4.23746  0.132
16 H 3.04741 2.56853 3.09084  0.118
17 H 0.64782 1.03411 4.08765  0.077
18 H 1.57427 1.74126 5.38716  0.115
19 H 3.82844 1.02900 5.95341  0.125
20 H 5.52211 -0.78818 5.82972  0.122
21 H 5.36169 -2.39035 3.99852  0.142
22 H 3.69639 -2.13762 2.18257  0.077
23 O -3.08436 0.97342 0.92137  -0.296
24 S -3.99939 -0.35754 0.90530  1.206
25 C -3.23886 -1.14878 -0.57648  -0.243
26 C -2.84388 -0.12337 -1.69273  -0.231
27 C -1.98957 -0.69676 -2.80919  -0.209
28 C -0.74084 -1.47287 -2.39923  -0.325
29 S 0.67511 -0.65896 -1.72732  1.024
30 O 0.18175 -0.00367 -0.34856  -0.697
31 C 0.89297 0.71082 -2.90200  -0.375
32 C 0.08460 1.84376 -2.92413  -0.073
33 C -0.03897 2.57388 -4.14537  -0.059
34 C 0.71731 2.17217 -5.20351  -0.071
35 C 1.68479 1.14963 -5.14682  -0.038
36 C 1.74390 0.43385 -3.97426  -0.095
37 C -5.53973 0.19035 0.27208  -0.412
38 C -5.59986 1.09241 -0.77470  -0.072
39 C -6.86600 1.25608 -1.24948  -0.054
40 C -8.00904 0.63042 -0.74186  -0.042
41 C -7.91760 -0.30410 0.26586  -0.025
42 C -6.63833 -0.45071 0.82242  -0.062
43 H -3.92841 -1.93063 -0.93317  0.127
44 H -2.37934 -1.55387 -0.06691  0.064
45 H -2.42009 0.74631 -1.24261  0.080
46 H -3.75886 0.15870 -2.17516  0.094
47 H -1.85638 0.20181 -3.52751  0.143
48 H -2.64228 -1.32871 -3.46899  0.142
49 H -0.22292 -1.92565 -3.27572  0.116
50 H -1.03332 -2.29622 -1.68891  0.120
51 H -0.50679 2.08400 -2.02050  0.114
52 H -0.76751 3.45984 -4.18651  0.148
53 H 0.60067 2.65113 -6.19730  0.131
54 H 2.40162 0.98288 -5.92981  0.119
55 H 2.44653 -0.43480 -3.89954  0.129
56 H -4.77030 1.63832 -1.14365  0.107
57 H -7.11918 1.95571 -2.07832  0.135
58 H -9.01358 0.89361 -1.11282  0.133
59 H -8.82307 -0.74923 0.61304  0.117
60 H -6.54682 -1.08300 1.66537  0.104
61 S 1.66716 -2.54033 0.87700  0.697
62 C 3.06948 -2.67659 -0.09077  -0.680
63 C 3.41239 -3.90496 -0.64981  -0.102
64 C 4.32628 -3.88476 -1.68390  -0.008
65 C 5.06295 -2.66606 -2.01168  -0.029
66 C 4.81214 -1.47111 -1.38615  -0.117
67 C 3.75869 -1.46778 -0.44404  -0.646
68 S 3.43439 0.09233 0.29207  0.706
69 H 2.91969 -4.80259 -0.32559  0.114
70 H 4.65228 -4.81730 -2.20967  0.135
71 H 5.89595 -2.74568 -2.68071  0.109
72 H 5.37685 -0.54859 -1.58172  0.120
73 N -1.36883 0.10886 2.96162  -0.002
74 C -0.53975 -0.38640 2.34806  -0.336
75 H -2.69923 0.98409 1.80829  0.004

Force components x, y, z for each atom (eV/Å):
Tc -0.45 0.08 0.70
O -0.62 -0.55 -1.05
C -0.48 -0.96 -2.06
C -1.24 -0.31 0.06
C 0.71 -0.36 0.15
C -0.05 1.70 0.76
C 1.40 -1.47 0.03
C -2.41 1.54 -0.13
C 2.34 -1.83 -0.88
C -0.32 -1.22 -0.79
N 0.46 -0.03 -0.33
H 0.79 -0.29 1.52
H 0.94 0.30 0.02
H -0.41 1.09 0.48
H 0.08 -0.33 0.43
H 0.46 -0.18 -0.25
H 0.32 0.51 -0.25
H -0.03 -0.45 0.38
H -0.64 0.20 -0.14
H 0.12 0.12 0.18
H -1.15 0.78 -0.15
H -0.23 1.30 1.74
O -1.00 -0.40 -0.30
S 0.20 0.31 -0.99
C -0.06 0.93 -0.04
C -0.78 -1.48 0.67
C -0.64 1.08 -1.81
C -0.59 -0.72 -0.68
S 0.42 1.88 1.41
O 0.78 -0.48 -1.19
C -0.44 -0.08 -0.09
C -0.69 0.09 -0.14
C -1.14 0.70 2.24
C 0.88 0.16 -2.60
C -0.75 0.89 1.12
C 0.94 -1.83 0.28
C 0.59 -0.44 0.77
C -1.10 -0.52 0.35
C -1.85 1.73 -1.85
C -0.49 -0.19 -0.15
C 1.11 1.23 -0.18
C -0.92 -0.32 -0.56
H 0.28 0.22 0.29
H 0.51 -0.52 -0.18
H 0.51 0.48 0.28
H -0.45 0.33 -0.22
H 0.61 -1.46 1.16
H 0.71 -0.03 0.82
H -0.65 -0.03 0.32
H 0.66 0.69 -0.62
H 0.25 -0.05 -0.75
H 1.32 -1.52 -0.09
H 0.02 -0.05 0.88
H -0.15 -0.13 -0.33
H -0.64 0.81 -0.01
H 0.52 0.33 -0.20
H 0.76 -0.40 0.68
H 0.78 -0.14 -0.10
H -0.10 -0.50 0.55
H 0.42 -0.63 0.74
S -0.91 -0.47 0.47
C -0.49 1.48 -0.07
C 0.77 0.11 -1.23
C 1.27 0.01 -0.02
C -0.49 -0.60 0.59
C -0.08 -0.80 -0.24
C 0.24 1.29 0.36
S 0.26 -0.84 -0.79
H -0.16 -0.23 -0.02
H -0.54 0.92 0.58
H 0.14 -0.06 -0.46
H -0.27 -0.58 0.06
N -1.92 0.47 0.68
C 1.97 -0.34 -0.68
H 0.84 0.08 0.88

---

Record 2
Below is a structure of composition C16H13Br4MnN2O4S at a distorted geometry, with properties calculated with ωB97M-V with the def2-TZVPD basis set.

## Properties
HOMO energy (spin up / spin down), eV: -7.31 / -7.40
Relative energy (zero: lowest compared OMol25 entry of this formula, charge and spin), kJ/mol: 55.7
Total energy, eV: -350300.7100
Expectation value of S²: 6.07
Spin multiplicity: 5
Orbital gap (spin up / spin down), eV: 6.07 / 7.09

Last column: Löwdin charge in e.
CARTESIAN COORDINATES (ANGSTROEM)
1 Mn 0.21511 -1.47420 0.49881  0.853
2 Br 2.25577 5.09927 1.64600  0.702
3 C 1.81143 3.27202 1.81798  -0.761
4 C 1.91538 2.63555 3.05073  -0.762
5 Br 2.49979 3.58561 4.57431  0.701
6 C 1.57533 1.28216 3.16454  -0.649
7 Br 1.63642 0.36309 4.81296  0.762
8 C 1.15926 0.56096 2.05774  -0.382
9 O 0.79274 -0.71245 2.07884  -0.201
10 C 1.07228 1.19901 0.78622  -0.425
11 O 0.66794 0.46113 -0.21788  -0.213
12 C 1.37900 2.55390 0.69930  -0.645
13 Br 1.13379 3.36432 -0.98939  0.761
14 S -0.12500 -2.64295 -1.46484  0.711
15 C 1.47424 -3.17317 -1.03490  -0.712
16 C 2.32879 -3.95178 -1.80784  -0.074
17 C 3.56525 -4.27560 -1.28423  -0.048
18 C 3.92208 -3.81322 -0.01856  -0.056
19 C 3.02654 -3.03710 0.68329  -0.089
20 N 1.82570 -2.72967 0.18888  -0.060
21 H 2.00494 -4.27886 -2.78518  0.110
22 H 4.25354 -4.88432 -1.85597  0.114
23 H 4.88147 -4.05055 0.41661  0.107
24 H 3.25903 -2.65152 1.66793  0.128
25 O -3.91686 -0.69706 0.70049  0.048
26 C -2.69657 -0.51369 0.52965  -0.553
27 O -1.75291 -1.25073 0.87611  -0.059
28 C -2.34108 0.82667 -0.18933  -0.157
29 N -3.65101 1.53264 -0.31623  0.067
30 C -3.88359 1.86404 -1.75341  -0.109
31 C -2.48702 1.80999 -2.36592  -0.146
32 C -1.85247 0.63214 -1.62696  -0.135
33 H -1.63273 1.40080 0.40593  0.157
34 H -3.71511 2.35191 0.27721  0.177
35 H -4.25673 0.71286 0.10534  0.147
36 H -4.37584 2.82827 -1.85153  0.125
37 H -4.52148 1.09289 -2.18342  0.133
38 H -1.93747 2.72811 -2.14737  0.101
39 H -2.51342 1.67288 -3.44517  0.121
40 H -0.76642 0.61901 -1.67288  0.088
41 H -2.23009 -0.31237 -2.02785  0.123

Force components x, y, z for each atom (eV/Å):
Mn 0.01 1.17 0.03
Br -0.03 -0.03 -0.03
C 0.05 -0.02 0.20
C 0.03 0.18 -0.10
Br -0.01 -0.05 -0.02
C -0.08 -0.27 0.02
Br 0.01 -0.01 -0.06
C 0.03 0.71 -0.42
O 0.03 -0.65 0.36
C 0.09 -0.02 0.39
O -0.07 -0.89 0.16
C -0.07 -0.07 -0.01
Br -0.01 -0.01 -0.06
S -0.17 -0.05 -0.14
C -0.04 0.01 0.07
C 0.14 -0.04 0.05
C -0.16 0.06 -0.01
C 0.03 -0.02 0.02
C 0.11 0.12 0.28
N -0.16 -0.09 -0.44
H 0.04 -0.01 -0.01
H 0.01 0.00 0.00
H -0.01 0.00 0.00
H -0.06 0.05 -0.01
O 0.38 -0.05 -0.04
C -0.38 0.98 -0.18
O 0.57 -0.63 0.04
C 0.41 -0.62 0.12
N -0.43 -0.37 0.36
C 0.09 0.04 -0.40
C -0.04 -0.11 0.11
C -0.08 0.10 -0.22
H -0.04 0.06 -0.03
H 0.07 0.01 0.05
H 0.04 0.46 -0.29
H -0.06 -0.02 0.12
H -0.04 0.00 0.08
H 0.01 0.00 -0.01
H -0.04 0.01 0.00
H -0.12 0.06 0.03
H -0.05 -0.01 -0.01

---

Record 3
Below is the ion C6H9N4S with charge +1 at a distorted geometry, with properties calculated with ωB97M-V with the def2-TZVPD basis set.

## Properties
HOMO energy, eV: -12.77
Relative energy (zero: lowest compared OMol25 entry of this formula, charge and spin), kJ/mol: 324.3
Total energy, eV: -23153.8742
Spin multiplicity: 1
Orbital gap, eV: 7.57
Net charge: +1

Last column: Löwdin charge in e.
CARTESIAN COORDINATES (ANGSTROEM)
1 C -2.70314 1.35377 -0.04526  -0.061
2 C -3.34069 0.04349 0.03301  -0.009
3 C -1.19755 -0.14314 -0.23598  -0.402
4 C 1.46288 1.47155 -0.05110  -0.373
5 C 0.03260 -0.70235 -0.22880  -0.364
6 C 2.05086 -2.40707 0.30003  -0.380
7 N -1.41421 1.18903 -0.13152  0.135
8 N 1.56296 0.24758 -0.32429  0.098
9 N -2.39053 -0.85129 -0.11056  0.110
10 N 2.44804 2.31155 -0.19650  0.139
11 S 0.35963 -2.31901 -0.23578  1.014
12 H -3.25681 2.23346 0.14659  0.109
13 H -4.39932 -0.38235 0.28373  0.178
14 H 0.62110 1.77602 0.60670  0.130
15 H 2.22569 -1.93594 1.30936  0.069
16 H 2.54024 -1.75479 -0.40020  0.008
17 H 2.42900 -3.54269 0.47778  0.123
18 H -2.68748 -1.85246 -0.33671  0.213
19 H 2.55365 3.22533 0.14014  0.098
20 H 3.10309 2.03930 -1.00062  0.166

Force components x, y, z for each atom (eV/Å):
C -1.88 -2.45 1.12
C -2.21 0.39 0.54
C -0.62 0.49 -0.01
C -2.83 1.11 3.83
C 5.90 2.26 0.00
C 1.52 -1.61 2.12
N 0.09 -0.39 -0.71
N -3.45 -4.65 -1.58
N -0.57 -1.34 -0.81
N 3.15 -1.15 -3.79
S -0.69 -1.03 0.33
H 0.04 1.03 -0.12
H 1.98 1.48 -0.82
H 0.50 0.42 -0.80
H -0.68 -0.36 -0.98
H 0.96 -0.48 -0.35
H -1.10 2.74 -1.19
H 1.36 1.73 0.71
H -0.51 1.10 0.58
H -0.95 0.71 1.94